# 1
{
  "formula": "C19H27FN6",
  "method": "ωB97M-V/def2-TZVPD",
  "homo_ev": -7.69,
  "e_above_lowest_kj_mol": 16.56,
  "gap_ha": 0.3025,
  "multiplicity": 1,
  "smiles": "CC[C@H](c1nnnn1C1CCCC1)N1CCN(c2ccccc2F)CC1",
  "symbols": ["C", "C", "C", "C", "N", "N", "N", "N", "C", "C", "C", "C", "C", "N", "C", "C", "N", "C", "C", "C", "C", "C", "C", "F", "C", "C", "H", "H", "H", "H", "H", "H", "H", "H", "H", "H", "H", "H", "H", "H", "H", "H", "H", "H", "H", "H", "H", "H", "H", "H", "H", "H", "H"],
  "coordinates": [[-3.12005, -1.47341, 3.32353], [-2.28993, -0.20543, 3.18541], [-1.04778, -0.44774, 2.31637], [-0.21678, 0.78988, 2.26051], [-0.67994, 2.00529, 2.05705], [0.37086, 2.81107, 2.01068], [1.44802, 2.16986, 2.17222], [1.13747, 0.87671, 2.33210], [2.15318, -0.11351, 2.57973], [2.89884, 0.19961, 3.89090], [4.17202, 0.90830, 3.43972], [4.56120, 0.12586, 2.19004], [3.22663, -0.07826, 1.46960], [-1.42695, -0.91403, 0.98979], [-0.39194, -1.66805, 0.31211], [-0.84451, -1.97983, -1.10869], [-0.88658, -0.75121, -1.86615], [-0.93116, -0.77549, -3.23667], [-1.22277, -1.94806, -3.94825], [-1.24034, -1.97614, -5.32912], [-0.97393, -0.83635, -6.06619], [-0.66818, 0.33603, -5.39619], [-0.63843, 0.35267, -4.01920], [-0.27411, 1.52198, -3.42439], [-1.20893, 0.43473, -1.09630], [-2.06488, 0.06330, 0.11598], [-4.01909, -1.27418, 3.90036], [-3.40488, -1.83714, 2.34074], [-2.55197, -2.25212, 3.82816], [-1.96091, 0.13797, 4.16840], [-2.88843, 0.58931, 2.74235], [-0.46435, -1.25638, 2.77465], [1.64979, -1.08254, 2.63049], [2.29269, 0.80692, 4.56209], [3.14578, -0.73441, 4.39733], [4.94597, 0.90038, 4.20462], [3.94116, 1.94003, 3.17420], [5.28134, 0.65428, 1.56926], [4.98901, -0.83771, 2.47283], [3.21562, -0.98645, 0.86782], [3.03089, 0.77209, 0.81538], [0.57302, -1.13360, 0.26103], [-0.23410, -2.60360, 0.86000], [-1.82493, -2.47736, -1.06463], [-0.12727, -2.66133, -1.57614], [-1.45532, -2.85060, -3.40693], [-1.47528, -2.90200, -5.83285], [-0.99467, -0.85644, -7.14394], [-0.43220, 1.24445, -5.92821], [-1.77514, 1.13634, -1.70968], [-0.29338, 0.94532, -0.76793], [-2.28160, 0.97620, 0.67236], [-3.01362, -0.36133, -0.23523]],
  "lowdin_charge": [-0.09, -0.20, -0.27, -0.25, 0.08, -0.03, 0.06, -0.03, -0.26, -0.13, -0.20, -0.19, -0.13, -0.12, -0.16, -0.15, -0.08, -0.17, -0.03, -0.10, -0.10, -0.02, -0.20, 0.05, -0.13, -0.14, 0.07, 0.07, 0.07, 0.12, 0.11, 0.14, 0.14, 0.12, 0.12, 0.11, 0.10, 0.11, 0.11, 0.11, 0.11, 0.12, 0.13, 0.13, 0.13, 0.10, 0.10, 0.10, 0.12, 0.13, 0.12, 0.10, 0.13]
}

# 2
{
  "formula": "C4H7NO",
  "method": "ωB97M-V/def2-TZVPD",
  "homo_ev": -8.73,
  "e_above_lowest_kj_mol": 212.81,
  "gap_ha": 0.3527,
  "multiplicity": 1,
  "smiles": "N=C=CCCO",
  "symbols": ["N", "C", "C", "C", "C", "O", "H", "H", "H", "H", "H", "H", "H"],
  "coordinates": [[2.61206, -0.06597, -0.25594], [1.52487, -0.59689, -0.04087], [0.36522, -1.21230, 0.05424], [-0.97943, -0.57682, -0.24743], [-0.92035, 0.94776, -0.34461], [-0.18221, 1.52138, 0.71915], [3.02860, 0.42917, 0.53273], [0.38820, -2.25791, 0.35031], [-1.70553, -0.85177, 0.53425], [-1.38046, -0.98494, -1.18693], [-1.94047, 1.36369, -0.36930], [-0.41690, 1.25419, -1.26912], [-0.39359, 1.03041, 1.52351]],
  "lowdin_charge": [0.15, -0.20, -0.12, -0.20, -0.28, -0.08, 0.08, 0.10, 0.11, 0.11, 0.11, 0.12, 0.09]
}

# 3
{
  "formula": "C21H41AlBF3N6O7",
  "method": "ωB97M-V/def2-TZVPD",
  "homo_ev": -11.28,
  "charge": 2,
  "gap_ha": 0.0439,
  "multiplicity": 1,
  "symbols": ["C", "C", "C", "C", "C", "C", "C", "O", "O", "C", "N", "C", "N", "N", "C", "C", "C", "C", "B", "N", "O", "N", "H", "H", "H", "H", "H", "H", "H", "H", "H", "H", "H", "H", "H", "H", "H", "H", "H", "H", "H", "H", "H", "H", "H", "H", "H", "C", "C", "O", "N", "C", "H", "H", "H", "H", "H", "H", "H", "C", "C", "O", "C", "O", "C", "F", "F", "F", "H", "H", "H", "H", "H", "H", "C", "O", "H", "H", "H", "Al"],
  "coordinates": [[1.57606, 2.06248, 1.23352], [1.44135, 1.61163, 0.11571], [0.92458, 1.23465, -1.26440], [1.65986, 1.78957, -2.53698], [2.13630, 3.28227, -2.44272], [1.12921, 4.25015, -1.73319], [1.52853, 5.75785, -2.11579], [2.44313, 6.03744, -2.83460], [0.70765, 6.77248, -1.57590], [0.93942, -0.36943, -1.38268], [-0.45139, -0.78349, -1.78517], [-1.16053, 0.42516, -2.09755], [-2.15005, 0.63951, -2.95457], [-2.74939, 1.88632, -3.19730], [-3.43774, 2.46161, -2.00599], [-4.52997, 3.54801, -2.34789], [-4.56240, 3.96955, -3.88154], [-5.31944, 5.36130, -4.02357], [-2.70348, -0.51574, -3.75122], [-1.89271, -1.54907, -4.38143], [-4.15377, -0.53296, -3.88589], [-0.57454, 1.41634, -1.25879], [1.57801, 2.43699, 2.26889], [2.56745, 1.14500, -2.67767], [1.00488, 1.58939, -3.42881], [3.16123, 3.36296, -2.00864], [2.23841, 3.65161, -3.49996], [1.28447, 4.16160, -0.63344], [0.06415, 4.13859, -2.05805], [-0.11150, 6.33619, -1.26515], [1.02126, -0.75890, -0.34037], [1.68272, -0.82244, -2.06861], [-1.00596, -1.16594, -1.01346], [-2.08645, 2.54636, -3.60656], [-2.65084, 2.98738, -1.39633], [-3.87644, 1.67772, -1.34032], [-4.26901, 4.48297, -1.78771], [-5.55599, 3.25843, -2.00631], [-3.50851, 4.15565, -4.20425], [-5.07260, 3.17510, -4.48111], [-6.40978, 5.14885, -4.13960], [-5.11634, 6.03876, -3.16367], [-4.93434, 5.86563, -4.94603], [-1.64117, -2.24107, -3.66846], [-1.04837, -1.08930, -4.74430], [-4.29237, -0.95776, -4.77095], [-0.67007, 2.24973, -1.85933], [4.45219, -3.70683, 0.78995], [3.19273, -2.98804, 0.38700], [3.21954, -1.91722, -0.21345], [2.00648, -3.56426, 0.71286], [1.77710, -4.81389, 1.41890], [5.31405, -3.12851, 0.46457], [4.49510, -3.81225, 1.87527], [4.49454, -4.68873, 0.31574], [1.20573, -3.03189, 0.41385], [1.19803, -5.47664, 0.77192], [1.20124, -4.60077, 2.31661], [2.70541, -5.30256, 1.69545], [0.79614, -5.82182, 8.03731], [1.68653, -4.86027, 7.26566], [2.68508, -5.50888, 6.47808], [2.35672, -6.01239, 5.19471], [1.77425, -5.12835, 4.44073], [1.55393, -7.37878, 5.24292], [2.01636, -8.15315, 6.23041], [1.73428, -8.06208, 4.10471], [0.24151, -7.23802, 5.42446], [1.37199, -6.65742, 8.43664], [0.31258, -5.29846, 8.86406], [0.00449, -6.22764, 7.41196], [2.24362, -4.27060, 7.99617], [1.09922, -4.14570, 6.68408], [3.35790, -6.36351, 4.85421], [0.71688, 5.98753, 1.65276], [-0.29278, 5.43852, 1.00885], [1.36286, 6.67331, 1.07349], [0.46905, 6.61768, 2.54183], [1.46936, 5.29692, 2.09684], [-5.37567, -1.98440, -3.04040]],
  "lowdin_charge": [0.16, -0.04, -0.37, -0.11, -0.16, -0.09, -0.44, 0.13, 0.06, -0.07, 0.07, -0.19, 0.07, 0.01, -0.17, -0.18, -0.25, -0.10, -0.56, 0.20, -0.11, 0.19, 0.07, 0.14, 0.13, 0.14, 0.13, 0.10, 0.11, 0.09, 0.11, 0.13, 0.15, 0.14, 0.11, 0.13, 0.11, 0.12, 0.09, 0.10, 0.08, 0.08, 0.08, 0.10, 0.11, 0.10, 0.10, 0.00, -0.53, 0.00, 0.01, -0.07, 0.09, 0.09, 0.09, 0.12, 0.09, 0.06, 0.08, -0.06, -0.22, -0.04, -0.38, 0.10, -0.53, 0.18, 0.17, 0.17, 0.09, 0.09, 0.06, 0.13, 0.12, 0.22, -0.27, -0.08, 0.08, 0.13, 0.11, 1.09]
}

# 4
{
  "formula": "C3H7N5O4",
  "method": "ωB97M-V/def2-TZVPD",
  "homo_ev": -9.81,
  "e_above_lowest_kj_mol": 0.00,
  "gap_ha": 0.3607,
  "multiplicity": 1,
  "smiles": "O=C(/N=C\\NNC(=O)NO)NO",
  "symbols": ["O", "C", "N", "C", "N", "N", "C", "O", "N", "O", "N", "O", "H", "H", "H", "H", "H", "H", "H"],
  "coordinates": [[-1.50100, 0.19856, -0.31222], [-1.69985, 0.15160, 0.99824], [-0.77239, 0.26735, 1.98533], [0.39035, -0.15717, 1.61707], [0.75097, -0.81056, 0.45518], [2.02294, -0.91082, -0.13201], [2.28231, -0.66554, -1.51155], [3.10077, -1.23864, -2.26885], [1.66144, 0.48251, -2.02281], [1.26426, 1.64560, -1.20392], [-2.96041, 0.09692, 1.41205], [-4.01316, 0.51076, 0.52860], [1.31713, 0.07730, 2.24325], [0.05139, -0.61232, -0.26239], [2.50368, -1.75363, 0.12055], [2.13336, 0.86284, -2.74028], [0.31810, 1.52118, -0.91209], [-3.31232, 0.05486, 2.29853], [-3.53756, 0.27919, -0.29267]],
  "lowdin_charge": [-0.07, -0.48, 0.13, -0.14, 0.03, 0.08, -0.45, 0.04, 0.07, -0.04, 0.07, 0.02, 0.15, 0.09, 0.13, 0.08, 0.09, 0.12, 0.09]
}

no.,LUMO level (eV)
1,0.5
2,0.9
3,-10.1
4,0.0